Record 1
Below is a 3-piece molecular cluster, C28H59BFN3O5SSi overall at a distorted geometry, with properties calculated with ωB97M-V/def2-TZVPD.

multiplicity: 1
LUMO level: 0.34 eV
Kohn-Sham gap: 0.30962 Ha
net charge: 0

Each line ends with the Löwdin charge.
Element x y z (Å)
H: -3.3385 0.5214 0.9978  0.093
C: 4.9776 2.4600 -1.9871  -0.277
H: 2.9914 -8.5002 -1.3267  0.118
H: -3.2355 -1.6887 0.5610  0.095
H: -0.6921 -6.5346 0.0782  0.131
H: -1.3715 -0.5337 -0.4133  0.091
C: 5.3533 1.7734 -0.6826  -0.088
C: -1.5490 1.6435 -5.2783  -0.095
C: -1.2003 -4.7280 -0.9687  -0.168
C: -0.3049 1.3565 -4.7744  -0.090
H: 4.0774 1.9698 -2.3699  0.111
C: -0.0465 1.6059 -3.4498  -0.111
C: -5.5208 -0.0358 6.6731  -0.087
H: 4.5952 1.9399 0.0844  0.074
C: -0.3079 -5.5155 0.0040  -0.164
O: 2.0555 -6.1729 -3.1769  0.219
H: -4.9000 -1.2916 3.5220  0.114
S: 2.1425 -5.4185 0.8167  0.610
H: -2.3551 -2.4299 -2.2125  0.117
H: -0.3071 4.8668 -1.2219  0.025
H: 7.4572 3.6647 -2.1517  0.066
C: 5.7417 4.6726 -1.2256  -0.248
H: 1.5695 1.8283 0.3754  0.026
H: -4.3219 -1.2618 -0.7885  0.113
C: 0.8532 1.2624 -0.2278  -0.160
C: 4.8428 4.4908 -4.3152  -0.085
H: 5.4364 0.6972 -0.8422  0.073
H: -2.1596 -5.2555 -1.0175  0.110
C: -1.3645 -0.0487 4.7653  -0.084
C: -3.9875 -1.2779 4.1242  -0.254
H: -0.7705 -4.7476 -1.9735  0.124
H: 0.4576 0.4723 0.4162  0.018
H: -6.2896 0.6024 7.1145  0.070
O: 3.2153 -7.8347 -1.9917  0.194
H: 5.6278 5.2457 -4.2977  0.055
H: -1.5996 1.8852 1.4103  0.067
H: -5.8626 0.5291 4.6255  0.111
H: -4.8754 1.6450 5.5147  0.109
H: -3.1780 -2.4660 5.7823  0.067
H: -3.8249 -3.4069 4.4454  0.071
B: 2.1596 -6.9580 -2.0806  -0.810
H: 3.7258 5.4724 -2.7622  0.112
C: -2.3708 -0.2439 -0.7371  -0.213
H: -1.7704 1.4218 -6.3167  0.105
C: -2.4985 2.2045 -4.4591  -0.097
O: 2.1232 -6.5685 1.6376  -0.213
H: -3.8683 1.3136 -0.4581  0.105
Si: -0.5681 2.4056 -0.7910  0.613
H: -4.7137 -0.1236 7.4012  0.066
C: -2.6487 0.2284 5.5344  -0.274
C: 4.0514 4.4563 -3.0029  -0.254
H: -1.2549 -1.1053 4.5162  0.066
H: -3.0190 2.8875 -2.5295  0.110
H: 5.2924 3.5258 -4.5519  0.066
H: -3.1834 -1.3929 3.3904  0.091
N: -3.8451 0.0309 4.7380  -0.199
N: 1.0909 -5.6340 -0.4817  -0.181
H: -0.3755 -5.0807 1.0018  0.114
H: 7.1522 5.2894 -2.7820  0.053
C: 7.1254 4.6696 -1.8870  -0.084
H: -1.7169 -3.3916 0.5983  0.112
O: 1.8860 -4.1714 1.4181  -0.218
H: 5.3912 5.7039 -1.1367  0.114
H: -0.6213 -2.6816 -0.6344  0.116
H: -1.3299 0.5313 3.8411  0.068
C: 0.0735 4.1719 -0.4686  -0.168
H: 7.8616 5.0819 -1.1933  0.071
H: 5.7727 2.2737 -2.7258  0.101
H: 4.1727 4.7486 -5.1385  0.071
H: -2.5872 3.0179 0.4726  0.071
H: -5.9687 -1.0182 6.5299  0.054
H: 1.1646 4.1532 -0.5339  0.018
H: -3.4928 -3.5013 -1.2931  0.107
H: 0.9483 1.3524 -3.0969  0.088
H: -2.4367 -0.0417 -1.8092  0.103
H: -3.4787 2.4164 -4.8744  0.106
C: -1.5091 -3.2993 -0.4738  -0.206
H: -0.2540 4.4730 0.5289  0.026
H: 1.3947 0.8039 -1.0588  0.015
C: -1.9951 2.0960 0.4123  -0.243
H: 6.3149 2.1203 -0.3010  0.065
C: -5.0449 0.5756 5.3505  -0.252
H: -2.6527 -0.3807 6.4515  0.101
H: 0.4624 0.9252 -5.4068  0.106
O: 1.2333 -6.9257 -1.0197  0.066
H: 5.8625 4.3372 -0.1915  0.101
H: 3.1238 3.9012 -3.1824  0.103
C: -3.2873 -1.4830 -0.5173  -0.208
H: -2.6216 1.2731 5.8562  0.118
C: -2.7232 -2.7281 -1.2240  -0.207
C: -2.2342 2.4508 -3.1404  -0.108
H: -4.9263 -2.6312 5.5652  0.054
C: -3.9791 -2.5054 5.0430  -0.080
H: 2.8071 -6.3036 -3.7654  0.121
H: -0.5022 0.2325 5.3715  0.074
C: -2.9758 0.9361 0.0483  -0.243
F: 3.5340 -5.3156 0.1453  -0.095
N: 4.6929 3.8743 -1.8365  -0.198
C: -0.9937 2.1452 -2.6075  -0.261

***

Record 2
Below is a 3-piece molecular cluster, C13H30N2O8S overall, with properties calculated with ωB97M-V/def2-TZVPD.

multiplicity: 1
LUMO level: 0.64 eV
Kohn-Sham gap: 0.34775 Ha
net charge: 0

Each line ends with the Löwdin charge.
Element x y z (Å)
S: -1.6911 -2.0014 0.8845  0.908
H: 0.9413 5.8685 -2.6265  0.090
H: 3.6695 -0.1175 0.5738  0.071
C: -0.2822 -1.4929 -3.0161  -0.163
H: -3.7431 -2.3174 5.7641  0.093
H: -1.9753 2.1968 -1.9106  0.121
H: 2.1545 -0.9768 0.9095  0.068
H: 2.6427 5.9468 -2.1362  0.090
N: 2.0764 4.1594 -3.0877  -0.195
O: 1.4626 -1.6457 -1.2816  -0.165
H: -0.1936 -0.8817 -3.9242  0.120
H: 1.8752 -1.6428 -3.3041  0.119
C: 2.6386 -0.2606 0.2463  -0.059
C: 2.5863 -0.7787 -1.1827  -0.269
H: -1.3318 1.8648 -0.2993  0.121
H: 2.4678 5.4593 -4.6583  0.085
H: 1.5092 4.9245 -1.2422  0.083
O: -0.2684 -1.9343 1.5990  -0.266
H: 1.7651 3.9030 -5.1512  0.093
C: -1.4419 -3.8222 4.2328  -0.328
O: -2.6793 -2.4419 1.8599  -0.414
H: 1.7041 2.8081 -1.5889  0.133
C: -2.9849 0.1883 0.3405  -0.274
O: -1.7761 -0.3548 0.8537  -0.304
H: -3.7890 -0.5492 0.3355  0.126
O: 2.2550 1.9130 -3.3308  0.007
C: -3.0738 -3.1656 5.9170  -0.049
C: 2.0088 2.8885 -2.6472  -0.349
H: 2.1240 0.6968 0.3505  0.062
C: 1.7779 5.2874 -2.2330  -0.059
H: 3.5022 -1.3304 -1.4326  0.120
O: -2.8662 0.6597 -0.9656  -0.097
H: -3.2359 1.0062 1.0259  0.138
C: 1.1240 -2.0117 -2.5980  -0.171
H: 1.1304 -3.1046 -2.6577  0.118
H: -2.1423 -4.6464 4.0430  0.144
C: -0.5519 0.5552 -1.8549  -0.173
H: -2.8880 -3.2763 6.9871  0.090
H: -0.0060 -2.1475 5.8107  0.095
H: 3.4563 3.9821 -4.6641  0.093
H: -0.9222 -2.3439 -3.2525  0.121
H: -0.8802 -1.2044 4.6017  0.094
C: -1.6882 1.3984 -1.2240  -0.156
O: -0.9773 -0.7752 -2.0273  -0.149
H: 0.3302 0.5912 -1.2098  0.100
H: -0.1987 -2.6637 2.2649  0.027
H: -0.2852 0.9807 -2.8299  0.114
C: -0.9971 -1.8289 5.4880  -0.023
C: 2.4636 4.3882 -4.4692  -0.039
H: 2.4765 0.0338 -1.9090  0.087
H: -1.4670 -1.2497 6.2794  0.087
O: -0.4015 -3.6904 3.6001  -0.022
H: -3.5691 -4.0643 5.5545  0.086
N: -1.8351 -2.9800 5.1930  -0.178

***

Record 3
Below is a 5-piece molecular cluster, C36H75F3N3O5S overall at a distorted geometry, with properties calculated with ωB97M-V/def2-TZVPD.

multiplicity: 1
LUMO level: -2.65 eV
Kohn-Sham gap: 0.19889 Ha
net charge: +1

Each line ends with the Löwdin charge.
Element x y z (Å)
H: 0.2969 -9.2609 20.3971  0.086
H: 4.9283 -1.5725 19.7258  0.085
H: 2.7075 -4.7991 9.7594  0.120
H: -3.0399 -7.1773 14.5444  0.145
C: 3.1109 -5.9269 12.4978  -0.108
C: 2.1625 -5.5228 10.3696  -0.160
H: -3.4571 -4.5586 16.0745  0.102
C: 1.4152 -7.7044 19.1307  -0.226
C: 0.8807 -2.5600 16.4897  -0.127
H: 3.9400 -6.6037 9.8843  0.137
H: 1.5926 -9.3130 16.7849  0.061
H: 2.8653 -10.0027 11.8448  0.119
H: -6.8115 -8.2743 17.1465  0.119
H: 1.7559 -9.4298 10.5412  0.112
O: 0.2619 -7.3297 15.0280  -0.125
C: -2.2974 -6.4047 19.9544  -0.238
H: 3.7363 -3.8962 19.1041  0.142
H: -1.9790 -6.5200 15.7012  0.104
H: 1.8516 -8.0124 13.2980  0.098
H: 5.1094 -7.0819 11.8605  0.126
C: 2.0751 -5.0382 11.7932  -0.142
H: -5.7578 -6.3834 16.4337  0.126
H: -4.8892 -10.3321 16.8635  0.132
C: 0.4600 -3.4464 18.5941  -0.120
H: 2.3829 -8.6435 15.4066  0.048
H: 2.3112 -3.9794 11.8200  0.121
N: 3.0989 -7.2551 11.7580  -0.195
H: 0.3370 -7.6484 21.0309  0.057
H: 4.6891 -8.7451 11.4561  0.139
H: 2.4126 -3.8494 20.3040  0.135
H: 4.0848 -5.4432 12.3911  0.135
H: 6.0783 -9.4411 14.7193  0.085
H: 2.5685 -7.6513 9.7359  0.129
H: 6.7285 -8.8579 13.1929  0.083
H: -1.1448 -2.8928 17.2939  0.133
C: 2.8092 -1.9024 19.5451  -0.245
H: 2.9978 -5.5833 18.0512  0.136
H: -1.2757 -6.3531 20.3188  0.068
C: 3.9999 -1.3628 20.2733  -0.091
H: -0.2800 -12.1717 11.6137  0.081
H: -0.2036 -9.8888 12.0693  0.119
C: 4.4292 -7.9025 12.0936  -0.124
H: 0.6591 -7.8001 18.3464  0.094
C: -2.3714 -6.5256 18.4313  -0.167
H: 0.5691 -5.8027 19.7074  0.071
H: 2.7172 -1.4655 18.5461  0.106
N: 1.8626 -3.9035 18.2726  -0.196
C: -0.1693 -3.3765 17.2448  -0.157
H: -2.5553 -3.3518 14.0869  0.074
H: 4.0295 -0.2824 20.3913  0.086
C: 1.9185 -5.4359 18.1581  -0.085
H: -5.3770 -7.1258 14.8525  0.134
C: -4.8891 -9.2985 17.2046  -0.127
H: 3.1378 -2.8105 17.0044  0.130
H: -3.0851 -8.4659 20.2307  0.082
H: -0.1028 -4.0809 19.2751  0.125
C: 0.7866 -10.3475 12.1549  -0.242
C: 0.2613 -8.5690 15.2820  -0.780
H: -4.9879 -9.2801 18.2868  0.111
H: 2.3786 -4.1051 16.1813  0.124
O: -0.7136 -9.3388 15.1381  -0.047
F: 1.3865 -13.5271 14.8405  0.110
H: -1.8138 -7.4094 18.1189  0.110
C: 1.5434 -6.2052 19.4390  -0.180
C: -5.9834 -8.5135 16.4770  -0.141
H: 0.4408 -2.4301 18.9817  0.128
H: -1.6643 -4.7082 14.2033  0.068
H: -3.2960 -9.0295 15.7104  0.134
C: 0.6585 -11.6618 11.4010  -0.105
C: -2.7208 -4.4326 14.0445  -0.090
O: 1.2594 -16.2812 16.2139  -0.350
C: 0.9032 -8.3591 20.4229  -0.083
H: 1.4447 -5.6762 17.2102  0.119
H: -1.8894 -5.6674 17.9430  0.092
F: 2.0190 -12.5971 16.6555  0.085
H: -2.7863 -8.9196 17.3368  0.128
H: 1.1569 -5.5186 9.9448  0.124
H: 0.6890 -2.5145 15.4178  0.120
C: -3.6160 -8.6545 16.6838  -0.101
H: 1.6076 -10.3052 15.3389  0.069
H: -4.2387 -5.4852 17.7792  0.134
C: 1.9334 -8.0875 12.2155  -0.107
C: 1.9246 -9.4955 11.6181  -0.163
H: -2.7239 -5.4205 20.1841  0.116
H: -2.7913 -7.5864 21.7323  0.083
H: 0.8452 -10.5650 13.2235  0.097
H: 1.0178 -7.6347 11.8251  0.146
O: 2.0147 -15.1639 18.2274  -0.353
H: 4.1605 -1.8643 21.2301  0.089
N: -3.8886 -7.1712 16.4869  -0.186
F: 3.3106 -14.0563 15.7352  0.123
C: -3.7662 -6.4627 17.8002  -0.111
S: 1.1994 -15.0656 17.0185  0.437
O: -0.1117 -14.5037 17.1763  -0.343
C: -3.5320 -5.1007 15.1302  -0.226
C: -3.0813 -7.4726 20.6808  -0.101
H: 2.2486 -6.0774 20.2587  0.125
H: 1.9274 -1.6020 20.1160  0.115
H: 1.4386 -12.4157 11.5551  0.080
H: 3.7351 -8.9675 13.7620  0.088
H: -4.5806 -5.1321 14.8342  0.105
H: 5.6308 -10.2395 13.2891  0.089
H: 0.7248 -11.5734 10.3084  0.071
H: 2.3397 -8.1602 18.7856  0.116
C: -5.3432 -7.2573 15.9265  -0.071
C: 1.5400 -9.2823 15.6935  -0.019
C: 2.0436 -13.7525 15.9754  -0.697
H: 4.5343 -7.5742 14.3045  0.111
C: -3.0328 -6.5070 15.4052  -0.118
C: 5.8272 -9.2373 13.6775  -0.084
H: -0.2564 -4.3795 16.8224  0.108
C: 2.9572 -6.8112 10.3051  -0.062
H: 1.0011 -1.5097 16.7661  0.122
H: -4.4094 -7.0866 18.4340  0.124
C: 2.7990 -3.4153 19.3831  -0.100
H: 1.1194 -5.3056 12.2451  0.112
H: -6.4859 -9.0575 15.6769  0.122
C: 2.1690 -3.2877 16.8726  -0.062
H: -4.1216 -7.2275 20.9318  0.080
H: 2.9782 -5.9905 13.5758  0.127
C: 4.6137 -8.3504 13.5415  -0.237
H: 1.8027 -8.5443 21.0170  0.083
H: -2.9266 -4.6770 13.0048  0.083

***

Record 4
Below is the molecule C2H4N2OS at a distorted geometry, with properties calculated with ωB97M-V/def2-TZVPD.

relative energy (zero: lowest compared OMol25 entry of this formula, charge and spin): 64.57 kcal/mol
multiplicity: 3
LUMO level (spin up / spin down): 0.38 / -1.33 eV
Kohn-Sham gap (spin up / spin down): 0.28677 / 0.27066 Ha
net charge: 0

Each line ends with the Löwdin spin population.
Element x y z (Å)
H: -0.9659 -1.2974 0.1323  0.005
C: 0.5011 -0.0359 0.9143  0.055
H: 0.6207 -2.0420 0.5010  0.001
H: 1.4659 -0.1844 1.4187  0.004
N: -0.1335 1.1325 0.6230  0.034
N: -0.5753 0.1340 -1.4516  0.796
S: -0.2445 1.6436 -1.0592  0.333
C: -0.0227 -1.1414 0.4370  -0.001
H: 0.1736 2.0199 1.0993  0.002
O: -0.8195 -0.2287 -2.6147  0.771

***

Record 5
Below is the molecule C4H6N2OS at a distorted geometry, with properties calculated with ωB97M-V/def2-TZVPD.

relative energy (zero: lowest compared OMol25 entry of this formula, charge and spin): 111.75 kcal/mol
multiplicity: 1
LUMO level: -0.28 eV
Kohn-Sham gap: 0.31033 Ha
net charge: 0

Each line ends with the Löwdin charge.
Element x y z (Å)
H: -1.8419 2.8391 0.0685  0.079
H: 0.9226 -2.5274 -0.2215  0.067
C: -1.7676 0.6714 0.2804  -0.150
H: 3.4890 0.3939 0.2165  0.187
S: -1.9527 -2.1102 -0.0521  0.655
O: 2.4617 0.1049 -0.0526  -0.197
N: 0.2196 -0.5175 -0.1223  0.004
H: 0.4959 0.4540 0.1508  0.133
N: 2.4937 -1.3414 0.1426  0.045
H: -0.6506 1.9916 -0.9616  0.061
C: -1.0839 -0.7190 -0.1214  -0.832
C: 1.2128 -1.5648 -0.0683  -0.136
H: -2.6504 0.4686 0.8954  0.087
C: -1.3480 1.8568 -0.1542  -0.005

***

E_tot values (in a.u.) by entry order: -2455.211353, -1622.882967, -2654.567729, -661.329204, -738.826601.